# 1
C8H6NO5PTl | wB97M-V/def2-TZVPD

## Properties
HOMO level (eV): -21.9906
Total charge: +3
Max |F| (eV/Å): 2.56
DFT total energy (eV): -34067.8400
Orbital gap (eV): 4.2205

Each line ends with the Mulliken charge.
Element x y z (Å)
O: 3.266 -0.374 1.814  -0.526
C: 2.413 -0.509 0.970  0.185
N: 2.318 -1.626 0.121  -0.178
C: 0.879 -1.769 -0.154  0.211
O: 0.334 -2.764 -0.375  -0.260
C: 0.318 -0.358 -0.005  0.396
C: 1.238 0.416 0.655  0.465
C: 1.061 1.832 0.952  -0.345
C: -0.088 2.439 0.532  -1.023
C: -1.052 1.682 -0.124  -0.119
C: -0.867 0.246 -0.423  0.719
P: -2.225 -0.558 -1.308  0.852
O: -3.351 0.361 -0.905  -0.389
O: -2.467 -1.998 -0.806  -0.338
O: -2.001 -0.523 -2.821  -0.381
H: 2.734 -1.346 -0.782  0.392
H: 1.850 2.368 1.464  0.573
H: -0.256 3.487 0.721  0.510
H: -1.966 2.174 -0.438  0.616
H: -2.366 -2.050 0.160  0.380
H: -2.812 -0.204 -3.278  0.420
Tl: 3.041 -0.924 4.031  0.840

# 2
C8H6O3S | wB97M-V/def2-TZVPD

## Properties
HOMO level (spin up / spin down) (eV): -5.5911 / -9.9430
Total charge: 0
Max |F| (eV/Å): 7.47
DFT total energy (eV): -25363.4210
Spin multiplicity: 3
Orbital gap (spin up / spin down) (eV): 5.9549 / 6.8959
ΔE to the lowest compared entry with this formula, charge and spin (kcal per mole): 74.2

Each line ends with the Mulliken spin population.
Element x y z (Å)
C: 3.078 0.124 0.231  0.211
C: 2.189 1.199 -0.103  -0.065
C: 2.522 -1.095 0.429  -0.084
C: 0.865 0.982 -0.435  0.152
C: 1.140 -1.320 0.194  0.258
C: 0.317 -0.343 -0.307  -0.178
C: -2.207 -1.082 -0.584  1.066
C: -1.099 -0.523 -0.498  0.331
O: -3.457 -1.094 -0.496  0.023
O: -3.002 1.327 -0.221  0.023
O: -4.481 0.320 1.322  0.048
S: -4.289 0.361 -0.106  0.100
H: 4.186 0.200 0.403  0.009
H: 2.378 2.258 -0.180  -0.001
H: 3.177 -1.953 0.806  -0.002
H: 0.173 1.867 -0.642  0.000
H: 0.570 -2.159 0.380  0.015
H: -2.061 0.929 -0.194  0.093